# 1
Computed, not measured: a molecular structure, C39H42I2N3O4PtSSi, with ωB97M-V/def2-TZVPD.

Output
ΔE to the lowest compared entry with this formula, charge and spin ... 314.80 kJ/mol
Frontier orbital gap (alpha / beta) ... 0.1307 / 0.1308 hartree
Energy ... -91937.214 eV
E_LUMO (alpha / beta) ... -6.10 / -6.10 eV
Charge ... +1

Geometry as XYZ:
```
93
C39H42I2N3O4PtSSi | OMol25 | ωB97M-V/def2-TZVPD
Pt -0.42 0.39 0.43
I -5.08 -1.89 6.36
C -4.04 -1.55 4.56
C -4.17 -2.43 3.50
C -3.47 -2.16 2.35
I -3.55 -3.44 0.70
C -2.61 -1.04 2.18
O -2.05 -0.92 1.05
C -2.48 -0.17 3.31
C -1.50 0.97 3.35
N -1.44 1.81 2.16
C -2.63 2.58 1.85
C -3.33 2.12 0.59
C -4.64 2.51 0.35
C -5.28 2.08 -0.79
C -4.59 1.26 -1.67
C -3.28 0.94 -1.37
N -2.66 1.37 -0.28
C -3.20 -0.45 4.46
H -4.80 -3.31 3.58
H -1.72 1.59 4.24
H -0.49 0.56 3.48
H -0.61 2.39 2.24
H -3.35 2.53 2.68
H -2.38 3.64 1.71
H -5.14 3.15 1.07
H -6.30 2.38 -1.00
H -5.05 0.88 -2.56
H -2.70 0.32 -2.03
H -3.09 0.21 5.31
C 0.44 2.17 -0.37
Si 0.80 1.33 -1.99
C 1.13 -0.62 -2.05
N 0.17 -1.37 -1.30
C -1.01 -1.78 -2.04
C -0.74 -3.02 -2.92
C -0.19 -4.16 -2.08
C 1.04 -3.69 -1.31
C 0.68 -2.45 -0.48
C -0.57 1.68 -3.26
C -1.51 2.70 -3.05
C -2.47 2.99 -4.00
C -2.51 2.28 -5.19
C -1.57 1.29 -5.43
C -0.61 1.00 -4.47
C 2.44 2.05 -2.66
C 2.44 2.85 -3.80
C 3.61 3.43 -4.25
C 4.79 3.23 -3.56
C 4.80 2.45 -2.42
C 3.63 1.86 -1.97
H -0.21 3.04 -0.37
H 1.30 2.32 0.28
H 2.11 -0.75 -1.60
H 1.18 -0.96 -3.09
H -1.33 -0.96 -2.68
H -1.79 -2.02 -1.32
H -0.04 -2.76 -3.71
H -1.68 -3.32 -3.39
H 0.08 -5.00 -2.72
H -0.96 -4.51 -1.38
H 1.85 -3.45 -2.00
H 1.39 -4.47 -0.63
H 1.57 -2.09 0.05
H -0.08 -2.71 0.26
H -1.48 3.26 -2.13
H -3.19 3.78 -3.81
H -3.27 2.50 -5.92
H -1.58 0.75 -6.36
H 0.12 0.24 -4.68
H 1.51 3.01 -4.33
H 3.59 4.05 -5.14
H 5.70 3.70 -3.91
H 5.73 2.29 -1.88
H 3.64 1.26 -1.07
C 5.63 -2.89 5.62
C 4.71 -2.20 4.67
C 4.74 -0.82 4.51
C 3.84 -0.18 3.68
C 2.90 -0.93 2.99
C 2.87 -2.31 3.11
C 3.77 -2.94 3.95
S 1.71 -0.12 1.95
O 2.24 -0.07 0.58
O 1.41 1.20 2.48
O 0.51 -1.00 2.00
H 6.31 -2.18 6.09
H 6.23 -3.64 5.10
H 5.06 -3.40 6.39
H 5.47 -0.24 5.05
H 3.84 0.89 3.55
H 2.13 -2.87 2.56
H 3.75 -4.02 4.06
```

=====

# 2
Computed, not measured: a molecular structure, C39H43As2ClLuSi2, with ωB97M-V/def2-TZVPD.

Output
ΔE to the lowest compared entry with this formula, charge and spin ... 387.10 kJ/mol
Frontier orbital gap (alpha / beta) ... 0.2145 / 0.2050 hartree
Energy ... -224705.831 eV
E_LUMO (alpha / beta) ... -4.82 / -4.85 eV
Charge ... +1

Geometry as XYZ:
```
88
C39H43As2ClLuSi2 | OMol25 | ωB97M-V/def2-TZVPD
C 1.43 2.21 3.39
C 1.39 0.79 3.52
C 2.66 0.28 3.13
H 0.57 0.21 3.93
C 3.47 1.38 2.71
C 2.71 2.57 2.88
H 3.08 3.59 2.74
H 0.65 2.91 3.71
H 3.00 -0.75 3.21
H 4.52 1.32 2.40
Lu 1.60 1.22 0.99
Si -2.58 -1.47 0.45
C -2.91 -3.16 -0.23
C -3.48 -3.32 -1.50
H -3.62 -2.45 -2.14
C -3.87 -4.59 -1.94
H -4.32 -4.71 -2.93
C -3.70 -5.71 -1.12
H -4.01 -6.70 -1.46
C -3.10 -5.56 0.14
H -2.93 -6.43 0.77
C -2.69 -4.30 0.57
H -2.20 -4.19 1.55
C -0.69 -0.83 0.17
C 0.37 -1.07 1.11
H 0.13 -1.48 2.09
C 1.77 -1.13 0.69
H 2.49 -1.72 1.25
C 2.28 -0.27 -0.42
H 3.32 -0.20 -0.73
C 1.11 0.44 -1.14
H 1.36 1.06 -1.99
C -0.21 -0.20 -1.05
H -0.89 -0.07 -1.89
H -2.59 -1.68 1.92
Si 1.16 -1.46 -1.01
C 2.05 -1.80 -2.72
C 3.20 -2.58 -2.70
H 3.54 -3.04 -1.78
C 3.92 -2.79 -3.89
H 4.82 -3.41 -3.87
C 3.48 -2.20 -5.08
H 4.04 -2.36 -6.01
C 2.33 -1.40 -5.09
H 1.99 -0.93 -6.01
C 1.61 -1.19 -3.90
H 0.72 -0.56 -3.91
C 0.71 -3.35 -0.96
C 1.04 -4.16 0.12
H 1.53 -3.75 1.01
C 0.75 -5.53 0.09
H 1.02 -6.16 0.93
C 0.10 -6.09 -1.02
H -0.12 -7.16 -1.05
C -0.29 -5.26 -2.08
H -0.84 -5.68 -2.92
C 0.00 -3.90 -2.04
H -0.32 -3.27 -2.87
H -3.64 -0.70 0.18
Cl 3.41 2.46 -0.30
C 0.10 4.47 -1.45
As 0.91 4.22 0.31
C 2.17 5.71 0.29
C -0.54 5.02 1.42
C -0.63 6.39 1.66
C -1.67 6.87 2.47
C -2.61 6.00 3.01
C -2.54 4.62 2.75
C -1.49 4.13 1.96
As -1.33 2.22 1.45
C -2.33 1.37 2.90
C -2.72 2.23 0.08
H 0.33 3.57 -2.03
H 0.55 5.36 -1.90
H -0.99 4.59 -1.33
H 1.94 6.35 -0.57
H 2.08 6.27 1.23
H 3.16 5.26 0.19
H 0.10 7.07 1.23
H -1.74 7.95 2.67
H -3.42 6.38 3.64
H -3.29 3.94 3.15
H -3.27 1.00 2.50
H -1.72 0.53 3.27
H -2.48 2.11 3.69
H -3.63 1.79 0.50
H -2.89 3.27 -0.22
H -2.36 1.63 -0.76
```

=====

# 3
Computed, not measured: a molecular structure, C39H43AsBaN4O3Si, with ωB97M-V/def2-TZVPD.

Output
ΔE to the lowest compared entry with this formula, charge and spin ... 0.00 kJ/mol
Frontier orbital gap ... 0.3095 hartree
Energy ... -122660.080 eV
E_LUMO ... 0.19 eV
Charge ... 0

Geometry as XYZ:
```
92
C39H43AsBaN4O3Si | OMol25 | ωB97M-V/def2-TZVPD
Ba 0.11 0.18 -0.30
C 0.32 -0.06 3.07
C -0.97 0.42 2.88
C -1.95 -0.41 2.33
C -1.63 -1.71 1.96
C -0.33 -2.18 2.14
C 0.64 -1.36 2.69
H 1.08 0.60 3.47
H -1.21 1.44 3.16
H -2.95 -0.04 2.18
H -2.38 -2.35 1.52
H -0.08 -3.19 1.83
H 1.65 -1.72 2.83
O 0.34 -0.56 -3.01
C -0.44 0.21 -3.94
C 0.46 1.25 -4.56
C 1.15 2.19 -3.56
C 0.19 3.09 -2.83
C -0.01 4.40 -3.23
C -0.90 5.19 -2.53
C -1.58 4.65 -1.45
C -1.32 3.33 -1.12
N -0.46 2.56 -1.78
H -0.05 -1.44 -2.89
H -1.29 0.66 -3.42
H -0.83 -0.45 -4.72
H -0.14 1.85 -5.26
H 1.22 0.74 -5.15
H 1.87 2.80 -4.09
H 1.71 1.60 -2.83
H 0.55 4.80 -4.06
H -1.06 6.23 -2.81
H -2.28 5.23 -0.86
H -1.84 2.87 -0.29
C 4.72 -1.70 -0.32
As 2.82 -2.01 -0.62
C 2.63 -3.70 0.33
C 2.91 -2.75 -2.42
H 5.30 -2.59 -0.57
H 4.89 -1.43 0.72
H 5.06 -0.87 -0.93
H 3.41 -4.40 0.01
H 1.65 -4.12 0.10
H 2.71 -3.55 1.41
H 3.70 -3.50 -2.48
H 3.11 -1.96 -3.15
H 1.96 -3.21 -2.66
O 1.37 1.92 0.78
Si 2.28 3.17 1.13
C 1.48 4.21 2.49
C 0.09 4.20 2.61
C -0.56 4.97 3.56
C 0.18 5.77 4.43
C 1.56 5.79 4.33
C 2.20 5.01 3.37
C 3.99 2.63 1.71
C 5.10 3.47 1.70
C 6.34 3.03 2.15
C 6.49 1.74 2.62
C 5.40 0.88 2.64
C 4.17 1.32 2.18
C 2.58 4.33 -0.33
C 3.35 3.90 -1.42
C 3.60 4.73 -2.51
C 3.07 6.01 -2.53
C 2.30 6.46 -1.47
C 2.05 5.63 -0.39
H -0.49 3.58 1.93
H -1.64 4.95 3.64
H -0.32 6.37 5.18
H 2.14 6.40 5.01
H 3.29 5.03 3.32
H 5.01 4.48 1.31
H 7.19 3.70 2.13
H 7.46 1.40 2.98
H 5.51 -0.13 3.00
H 3.32 0.65 2.18
H 3.79 2.91 -1.40
H 4.21 4.37 -3.33
H 3.27 6.66 -3.38
H 1.89 7.46 -1.49
H 1.46 5.99 0.44
N -4.68 -0.41 -1.11
C -3.37 -0.79 -1.14
O -2.48 0.07 -0.98
C -3.08 -2.18 -1.32
C -4.12 -3.13 -1.50
N -5.01 -3.85 -1.61
C -1.73 -2.54 -1.34
N -0.59 -2.76 -1.32
H -4.88 0.57 -1.07
H -5.41 -1.07 -1.29
```

=====

# 4
Computed, not measured: a molecular structure, C39H43BF13O43PPd, with ωB97M-V/def2-TZVPD.

Output
Frontier orbital gap (alpha / beta) ... 0.1920 / 0.2091 hartree
Energy ... -177954.311 eV
E_LUMO (alpha / beta) ... 2.60 / 2.60 eV
Multiplicity ... 3
Charge ... -2

Geometry as XYZ:
```
141
C39H43BF13O43PPd | OMol25 | ωB97M-V/def2-TZVPD
Pd 0.07 1.47 -1.22
B 0.01 -0.33 0.02
H 0.19 -1.18 0.64
H 0.51 0.54 0.42
H 0.45 -0.48 -0.96
H -1.02 -0.08 -0.15
P 1.50 3.19 -2.05
O 1.02 3.20 -0.57
O 2.32 4.29 -2.77
O 0.10 3.12 -2.77
O 1.91 1.74 -2.13
C 1.65 -3.07 -1.11
C 0.15 -3.34 -1.36
O 0.12 -4.67 -1.87
C 1.24 -4.87 -2.58
O 1.41 -5.78 -3.42
O 2.14 -3.87 -2.29
F -0.26 -2.42 -2.20
H 1.86 -3.42 -0.10
H 1.91 -2.02 -1.11
H -0.44 -3.30 -0.45
C -2.05 0.08 3.00
C -2.97 -0.67 4.00
O -3.21 0.29 4.97
C -2.16 1.14 5.02
O -2.04 2.02 5.84
O -1.39 1.00 3.92
F -2.36 -1.74 4.58
H -2.65 0.72 2.35
H -1.39 -0.63 2.49
H -3.93 -0.98 3.58
C 2.95 -0.41 -5.27
C 2.53 -1.59 -4.39
O 3.44 -2.61 -4.75
C 4.59 -2.01 -5.26
O 5.69 -2.59 -5.54
O 4.30 -0.72 -5.50
F 1.22 -1.88 -4.54
H 2.86 0.52 -4.72
H 2.37 -0.53 -6.18
H 2.65 -1.40 -3.32
C -4.17 4.21 1.31
C -2.81 4.19 1.93
O -2.27 2.98 1.49
C -2.85 2.76 0.27
O -2.35 2.08 -0.64
O -3.89 3.52 0.13
F -2.84 4.18 3.27
H -4.66 5.16 1.08
H -4.91 3.66 1.90
H -2.19 5.06 1.71
C 3.93 0.52 -0.14
C 3.40 -0.45 0.87
O 4.09 0.02 1.94
C 5.28 0.45 1.51
O 6.23 0.74 2.25
O 5.22 0.74 0.28
F 3.83 -1.68 0.43
H 3.35 1.44 -0.02
H 3.81 0.25 -1.19
H 2.32 -0.49 1.01
C 2.61 -3.50 4.61
C 2.29 -2.90 3.31
O 1.76 -1.63 3.69
C 1.24 -1.76 4.92
O 0.66 -0.87 5.60
O 1.62 -2.91 5.47
F 1.33 -3.59 2.76
H 3.50 -3.07 5.08
H 2.66 -4.58 4.67
H 3.14 -2.86 2.64
C -1.56 -0.38 -6.31
C -2.89 -0.60 -5.61
O -2.56 -0.47 -4.21
C -1.29 -0.06 -4.09
O -0.74 0.17 -2.99
O -0.90 0.38 -5.36
F -3.34 -1.88 -5.91
H -1.69 0.24 -7.19
H -1.08 -1.32 -6.59
H -3.60 0.14 -5.97
C 1.06 3.36 2.82
C 2.07 2.30 3.29
O 1.90 2.38 4.69
C 1.41 3.62 5.02
O 1.55 4.13 6.11
O 0.92 4.24 3.93
F 3.24 2.79 3.03
H 0.14 2.86 2.53
H 1.39 3.91 1.94
H 1.96 1.29 2.91
C -3.52 -1.50 -0.67
C -4.59 -1.17 -1.65
O -5.07 0.01 -1.13
C -4.89 0.07 0.22
O -5.30 0.96 0.96
O -4.02 -0.85 0.51
F -5.58 -2.10 -1.73
H -2.51 -1.22 -0.96
H -3.54 -2.58 -0.57
H -4.27 -0.83 -2.63
C 4.74 4.70 1.02
C 5.38 5.72 0.08
O 6.73 5.59 0.45
C 6.93 4.31 0.74
O 8.04 3.74 0.84
O 5.74 3.78 0.99
F 5.01 7.01 0.33
H 3.77 4.26 0.75
H 4.71 5.01 2.06
H 5.19 5.37 -0.93
C 1.11 6.83 -1.22
C 1.06 6.26 0.18
O -0.23 6.41 0.41
C -0.86 6.12 -0.71
O -2.06 5.97 -0.88
O -0.07 6.40 -1.73
F 1.72 7.11 0.94
H 2.06 6.45 -1.59
H 1.26 7.90 -1.31
H 1.41 5.25 0.38
C -2.58 -4.86 3.15
C -3.87 -5.55 3.54
O -4.76 -5.19 2.46
C -4.08 -4.58 1.47
O -4.65 -4.30 0.37
O -2.81 -4.31 1.85
F -4.33 -5.13 4.69
H -1.91 -5.70 2.94
H -2.21 -4.18 3.92
H -3.91 -6.64 3.56
C -2.46 -6.18 -2.98
C -3.30 -5.22 -2.17
O -4.67 -5.71 -2.41
C -4.53 -6.84 -3.13
O -5.48 -7.58 -3.45
O -3.31 -7.20 -3.30
F -3.21 -3.88 -2.54
H -1.55 -6.56 -2.50
H -2.09 -5.70 -3.89
H -3.24 -5.14 -1.09
```